Run one
A structure of composition C33H24ClIIrN6O2. Source: OMol25; level of theory: the ωB97M-V functional and the def2-TZVPD basis.

Calculated values
**2S+1**: 2
**Net charge**: +2

Structure (XYZ):
```
68
C33H24ClIIrN6O2 (the ωB97M-V functional and the def2-TZVPD basis)
Ir -0.338 0.096 -0.376
C 3.551 -0.775 1.954
C 2.475 -0.600 0.935
N 1.342 -0.052 1.200
N 0.994 0.391 2.387
C -0.109 1.124 2.341
O -0.637 1.495 1.233
C -0.742 1.472 3.618
C -2.079 1.875 3.608
C -2.744 2.083 4.803
C -2.070 1.916 6.006
C -0.726 1.563 6.017
C -0.062 1.326 4.827
C 2.683 -0.951 -0.466
C 3.850 -1.558 -0.920
C 4.022 -1.759 -2.279
C 3.031 -1.340 -3.153
C 1.887 -0.770 -2.625
N 1.710 -0.591 -1.319
H 3.224 -0.397 2.917
H 4.450 -0.240 1.642
H 3.807 -1.831 2.060
H -2.578 2.011 2.657
H -3.785 2.378 4.805
H -2.594 2.060 6.941
H -0.199 1.469 6.957
H 0.978 1.031 4.812
H 4.616 -1.864 -0.223
H 4.924 -2.225 -2.652
H 3.137 -1.443 -4.224
H 1.087 -0.430 -3.272
C -1.242 3.495 -3.007
C -2.119 2.929 -3.920
C -2.253 1.549 -3.965
C -1.519 0.767 -3.085
N -0.693 1.328 -2.188
C -0.547 2.655 -2.155
C -1.595 -0.708 -3.058
C -2.054 -1.460 -4.130
C -2.087 -2.843 -4.022
C -1.662 -3.440 -2.845
C -1.208 -2.629 -1.821
N -1.174 -1.304 -1.931
H -1.097 4.564 -2.954
H -2.686 3.551 -4.600
H -2.930 1.092 -4.672
H 0.157 3.046 -1.432
H -2.373 -0.983 -5.044
H -2.440 -3.444 -4.849
H -1.679 -4.513 -2.723
H -0.862 -3.044 -0.882
Cl -6.580 -2.271 2.329
C -4.932 -1.984 2.024
C -3.979 -2.762 2.664
C -2.635 -2.573 2.412
I -1.168 -3.613 3.448
C -2.174 -1.629 1.429
O -0.965 -1.542 1.120
C -3.186 -0.769 0.823
N -2.742 0.194 0.010
C -3.599 1.058 -0.499
C -4.974 0.975 -0.264
C -5.452 -0.031 0.540
C -4.548 -0.934 1.123
H -4.294 -3.513 3.375
H -3.193 1.859 -1.106
H -5.640 1.705 -0.701
H -6.509 -0.121 0.751
```

Run two
A structure of composition C33H24ClIIrN6O2. Source: OMol25; level of theory: the ωB97M-V functional and the def2-TZVPD basis.

Calculated values
**2S+1**: 2
**Net charge**: +2

Structure (XYZ):
```
68
C33H24ClIIrN6O2 (the ωB97M-V functional and the def2-TZVPD basis)
Ir 0.472 -0.594 -0.152
C 0.050 2.033 3.361
C 0.319 1.536 1.987
N -0.173 0.450 1.505
N -1.164 -0.205 2.211
C -1.779 -1.031 1.417
O -1.377 -1.244 0.177
C -2.951 -1.790 1.863
C -3.610 -2.639 0.974
C -4.703 -3.371 1.407
C -5.134 -3.261 2.723
C -4.478 -2.415 3.609
C -3.389 -1.676 3.184
C 1.040 2.361 0.991
C 1.557 3.615 1.275
C 2.017 4.396 0.222
C 1.917 3.913 -1.072
C 1.395 2.643 -1.268
N 0.990 1.883 -0.258
H -0.550 1.320 3.915
H -0.469 2.992 3.339
H 1.003 2.187 3.874
H -3.274 -2.716 -0.051
H -5.221 -4.024 0.719
H -5.988 -3.834 3.059
H -4.822 -2.330 4.631
H -2.878 -1.009 3.864
H 1.577 3.983 2.291
H 2.422 5.380 0.412
H 2.228 4.506 -1.921
H 1.282 2.229 -2.264
C 4.701 0.514 -0.924
C 5.345 -0.026 0.177
C 4.599 -0.752 1.090
C 3.234 -0.886 0.904
N 2.602 -0.293 -0.129
C 3.336 0.354 -1.038
C 2.400 -1.793 1.719
C 2.862 -2.531 2.791
C 2.052 -3.522 3.328
C 0.824 -3.774 2.743
C 0.402 -2.976 1.698
N 1.155 -1.973 1.234
H 5.242 1.042 -1.697
H 6.413 0.083 0.306
H 5.083 -1.237 1.924
H 2.815 0.727 -1.904
H 3.849 -2.357 3.190
H 2.396 -4.112 4.166
H 0.181 -4.572 3.085
H -0.546 -3.145 1.209
Cl -2.015 -1.054 -6.519
C -1.126 -1.292 -5.063
C -0.295 -2.369 -4.935
C 0.431 -2.606 -3.749
I 1.654 -4.267 -3.597
C 0.323 -1.733 -2.694
O 1.002 -1.870 -1.542
C -0.526 -0.606 -2.833
N -0.608 0.228 -1.751
C -1.442 1.246 -1.758
C -2.236 1.534 -2.875
C -2.145 0.745 -3.991
C -1.280 -0.368 -3.997
H -0.200 -3.063 -5.759
H -1.489 1.850 -0.863
H -2.911 2.377 -2.838
H -2.745 0.954 -4.866
```

The structure with the least stability is run one.

Run one
A cluster of 2 separate species, C3H6O2S in total. Source: OMol25; level of theory: the ωB97M-V functional and the def2-TZVPD basis.

Structure (XYZ):
```
12
C3H6O2S (the ωB97M-V functional and the def2-TZVPD basis)
C -0.687 0.539 0.886
C -0.462 -0.051 -0.462
C 0.794 -0.826 -0.555
H -0.546 2.354 -0.782
H -1.686 0.516 1.301
H 0.086 0.069 1.599
H 1.767 -0.141 -0.782
H 0.405 -1.196 -1.629
H 0.265 -2.025 0.935
O -1.141 0.099 -1.508
O 1.419 -1.727 0.347
S -0.216 2.390 0.650
```

Run two
A structure of composition C3H6O2S. Source: OMol25; level of theory: the ωB97M-V functional and the def2-TZVPD basis.

Structure (XYZ):
```
12
C3H6O2S (the ωB97M-V functional and the def2-TZVPD basis)
C -0.565 0.584 1.781
C -0.439 -0.414 0.943
C 0.228 -0.235 -0.869
O -0.757 0.312 -1.650
O 0.415 -1.440 -1.461
S 1.841 0.825 -0.740
H -1.028 0.466 2.822
H -0.468 1.676 1.373
H -0.523 -1.457 1.159
H -0.995 1.193 -1.234
H -0.004 -1.489 -2.280
H 2.294 -0.020 0.155
```

The structure with the least stability is run one.